Entry 1:
{"formula": "C7H16N3OS", "method": "wB97M-V/def2-TZVPD", "homo_lumo_gap_ev": [8.15, 8.15], "e_above_lowest_kcal_mol": 146.2, "charge": 1, "lumo_ev": [-4.7, -4.7], "spin_multiplicity": 1, "e_homo_ev": [-12.8, -12.8], "species": ["C", "C", "C", "C", "C", "C", "C", "N", "N", "N", "O", "S", "H", "H", "H", "H", "H", "H", "H", "H", "H", "H", "H", "H", "H", "H", "H", "H"], "coordinates": [[2.763623, 0.018364, -0.475224], [-3.637184, 0.864021, 0.808781], [-3.059530, 0.551709, -1.673522], [2.293736, -3.126367, 0.995024], [3.213067, 2.118744, 0.487171], [-1.206798, 0.291137, 0.039451], [-2.679941, 0.091177, -0.212704], [2.544757, -0.857552, 0.292854], [1.804464, -1.764102, 0.671578], [3.014720, 1.246831, -0.729645], [0.282925, -1.970541, -0.268862], [-0.166378, -0.772622, -1.087484], [-4.661308, 0.622836, 0.497054], [-3.456926, 0.668343, 1.804582], [-3.450501, 1.902478, 0.677465], [-2.561842, -0.055718, -2.591692], [-2.844264, 1.534480, -1.916820], [-4.143701, 0.439292, -1.878329], [2.217785, -3.480516, 2.030302], [3.251446, -3.283110, 0.641930], [1.468031, -3.806620, 0.554568], [2.700004, 3.012170, 0.263144], [4.353966, 2.461123, 0.384705], [3.063725, 1.631879, 1.449478], [-1.001374, 1.327444, 0.131250], [-0.876202, -0.101175, 0.982721], [-2.900885, -0.995432, -0.288448], [3.674594, 1.431714, -1.589320]], "atomic_forces_ev_per_a": [[-0.60, 0.36, -1.49], [0.62, -1.13, -3.33], [-0.02, -3.02, -1.48], [-3.89, -0.90, -0.15], [3.92, 0.90, -1.87], [0.04, -1.66, 0.33], [-1.67, -0.13, -1.39], [0.16, -1.05, -0.13], [-1.08, -1.66, 1.97], [2.40, 0.81, -0.79], [0.58, -0.42, 1.05], [0.05, 1.89, -0.75], [0.23, 0.18, 0.40], [0.30, -0.90, 2.15], [-0.06, 1.07, -0.28], [-0.83, 0.96, 2.38], [0.62, 2.25, -0.02], [0.53, -0.10, 0.41], [0.12, 1.20, 0.21], [1.81, -0.45, -1.08], [1.70, 0.93, 0.01], [-1.05, 0.92, 0.54], [-2.33, -0.85, 0.70], [-0.35, -0.03, -0.41], [0.80, 1.13, -0.82], [-0.13, -0.46, 0.81], [0.07, 0.50, 0.80], [-1.93, -0.35, 2.23]], "nbo_charge": [0.514, -0.591, -0.622, -0.450, -0.418, -0.581, -0.231, -0.113, 0.001, -0.569, -0.608, 0.833, 0.229, 0.214, 0.205, 0.207, 0.205, 0.233, 0.243, 0.217, 0.255, 0.230, 0.225, 0.237, 0.236, 0.237, 0.213, 0.451]}



Entry 2:
{"formula": "C7H16N4O", "method": "wB97M-V/def2-TZVPD", "homo_lumo_gap_ev": [8.85, 8.85], "e_above_lowest_kcal_mol": 53.1, "charge": 2, "lumo_ev": [-6.9, -6.9], "spin_multiplicity": 1, "e_homo_ev": [-15.7, -15.7], "species": ["C", "C", "C", "C", "C", "C", "C", "N", "N", "N", "N", "O", "H", "H", "H", "H", "H", "H", "H", "H", "H", "H", "H", "H", "H", "H", "H", "H"], "coordinates": [[1.362115, 0.511588, 1.868773], [0.771137, -0.005507, -2.712301], [-0.604303, 0.809945, -2.793719], [-0.958609, -1.197378, -1.674874], [-0.959783, 0.731169, 2.134465], [0.537307, 0.594969, 4.257018], [1.087729, -1.128268, -0.448952], [0.382961, 0.575594, 2.794348], [0.431542, -0.935228, -1.621455], [0.821903, 0.500166, 0.636567], [-1.423020, -0.380556, -2.804968], [-0.595255, 0.558297, 0.752277], [2.400841, 0.267321, 2.165380], [1.099468, -0.529521, -3.584022], [1.660189, 0.680513, -2.373983], [-0.660819, 1.437516, -1.910298], [-0.782865, 1.430638, -3.643267], [-0.973084, -2.284590, -2.046857], [-1.634335, -1.002409, -0.812580], [-1.521374, -0.082904, 2.418357], [-1.234315, 1.721869, 2.412016], [1.653247, 0.380654, 4.498751], [0.070354, 1.536287, 4.660857], [-0.045931, -0.330760, 4.460644], [2.204701, -1.055354, -0.403042], [0.538247, -1.746114, 0.291913], [-2.438628, -0.147409, -2.782933], [-1.189419, -0.910527, -3.738115]], "atomic_forces_ev_per_a": [[-3.13, -0.89, 0.72], [1.73, 3.25, 2.10], [3.36, -0.31, -0.22], [-1.56, -3.64, -0.70], [4.15, 0.49, -0.22], [0.43, -1.10, -0.52], [0.10, 1.65, 0.48], [1.86, 0.54, -1.35], [1.48, 0.80, 1.52], [1.56, -0.74, -0.36], [-1.83, -0.71, -2.26], [-0.06, 0.39, 0.48], [-0.64, 0.61, -0.63], [-0.18, -0.28, -0.83], [-1.74, -1.27, -0.66], [-0.53, -0.38, 0.37], [0.11, 0.15, -0.80], [-1.04, 1.30, 0.94], [1.04, -0.15, -0.32], [-1.99, -1.33, 0.84], [-1.19, 0.72, -0.30], [-2.10, 0.79, -0.14], [0.80, -1.10, -0.06], [0.34, 0.82, 1.14], [-1.28, -0.38, -0.39], [0.70, 0.15, -0.76], [0.61, -0.60, 0.00], [-0.99, 1.22, 1.93]], "nbo_charge": [0.290, -0.246, -0.249, -0.065, 0.101, -0.421, 0.086, -0.335, -0.416, -0.209, -0.513, -0.415, 0.270, 0.240, 0.274, 0.261, 0.266, 0.243, 0.263, 0.199, 0.207, 0.252, 0.249, 0.230, 0.260, 0.240, 0.475, 0.465]}



Entry 3:
{"formula": "C7H16N4O2", "method": "wB97M-V/def2-TZVPD", "homo_lumo_gap_ev": 9.40, "e_above_lowest_kcal_mol": 127.1, "smiles": "CN(C)[C@]1(N)CCCCN1[N+](=O)[O-]", "lumo_ev": 0.7, "spin_multiplicity": 1, "e_homo_ev": -8.7, "species": ["C", "N", "C", "C", "N", "C", "C", "C", "C", "N", "N", "O", "O", "H", "H", "H", "H", "H", "H", "H", "H", "H", "H", "H", "H", "H", "H", "H", "H"], "coordinates": [[0.122536, 1.569804, -1.736906], [0.380279, 1.601021, -0.304449], [-0.068513, 2.845302, 0.325527], [0.259492, 0.395227, 0.334817], [0.273338, 0.572412, 1.759552], [1.482337, -0.429312, -0.081487], [1.536855, -1.924290, 0.394776], [0.311858, -2.575241, -0.196943], [-0.986184, -1.904232, 0.350426], [-1.047283, -0.471064, 0.075268], [-2.199962, 0.106189, -0.243362], [-3.110580, -0.612415, -0.700363], [-2.268441, 1.332542, -0.219805], [-0.331723, 0.620775, -1.993329], [-0.649255, 2.293697, -1.896157], [1.003921, 1.804398, -2.374835], [0.440643, 2.724948, 1.294582], [0.269301, 3.701508, -0.390179], [-1.146567, 2.943242, 0.546960], [-0.663967, 0.554325, 2.175354], [0.748597, -0.169017, 2.267293], [2.248735, 0.229718, 0.237456], [1.692547, -0.394284, -1.100109], [1.464391, -2.102999, 1.478430], [2.437101, -2.328465, 0.053328], [0.398629, -2.418173, -1.279120], [0.262777, -3.630966, 0.050094], [-1.823670, -2.264015, -0.225944], [-1.037193, -2.070637, 1.399119]], "atomic_forces_ev_per_a": [[0.25, 0.02, -0.03], [-0.88, 1.74, -1.63], [1.00, 0.46, -0.04], [-0.55, -1.80, 1.28], [-0.13, -0.27, 1.60], [-0.51, -1.34, 2.07], [-1.58, 1.84, 0.62], [-0.47, 0.75, -0.21], [0.68, 0.20, -2.17], [1.74, 0.60, -0.17], [-1.05, -0.43, -1.77], [0.53, 0.44, 0.89], [-0.24, -0.68, 0.43], [0.22, -0.30, -0.47], [-0.36, 0.50, -0.61], [-0.46, -0.27, 0.46], [-0.05, 1.39, -0.27], [-0.36, -1.35, 1.77], [0.45, -0.12, -0.51], [0.34, 0.44, -0.52], [0.27, 0.11, -0.46], [1.13, 0.17, 1.13], [-0.47, -0.21, -2.14], [0.39, 0.55, -0.06], [1.40, -0.89, -0.53], [-0.47, -0.39, 0.03], [-0.07, -0.20, -0.17], [-0.40, -0.68, 0.46], [-0.38, -0.29, 1.02]], "nbo_charge": [-0.418, -0.475, -0.423, 0.490, -0.851, -0.435, -0.402, -0.394, -0.241, -0.286, 0.629, -0.460, -0.448, 0.195, 0.214, 0.194, 0.230, 0.200, 0.206, 0.374, 0.371, 0.239, 0.220, 0.188, 0.217, 0.204, 0.217, 0.257, 0.187]}



Entry 4:
{"formula": "C7H16N4O2PdS", "method": "wB97M-V/def2-TZVPD", "homo_lumo_gap_ev": 7.54, "lumo_ev": 0.8, "spin_multiplicity": 1, "e_homo_ev": -6.8, "species": ["Pd", "C", "O", "C", "C", "O", "C", "H", "H", "H", "H", "H", "H", "H", "H", "H", "H", "C", "C", "N", "N", "C", "S", "N", "N", "H", "H", "H", "H", "H", "H"], "coordinates": [[-0.350038, 0.031856, -0.690599], [2.696895, -0.710740, 0.706281], [1.986490, 0.246079, -0.055233], [2.418193, 1.566179, 0.230865], [1.561323, 2.549168, -0.503704], [0.444738, 2.852645, 0.295433], [-0.590685, 3.487520, -0.418588], [3.776009, -0.557992, 0.611651], [2.441712, -1.696008, 0.322481], [2.423787, -0.647174, 1.764804], [3.464449, 1.670542, -0.080742], [2.350128, 1.761689, 1.306267], [1.253548, 2.122228, -1.468129], [2.147933, 3.456182, -0.706983], [-0.265292, 4.456533, -0.816572], [-1.411934, 3.644112, 0.276502], [-0.936576, 2.859012, -1.241463], [-1.011794, -5.509380, 0.146862], [-1.923043, -4.352087, -0.006725], [-3.200177, -4.408997, -0.219531], [-3.571476, -3.090168, -0.299553], [-2.566075, -2.219457, -0.148115], [-2.636437, -0.537911, -0.210018], [-1.498253, -3.046183, 0.065126], [-0.166946, -2.668267, 0.243021], [-1.587845, -6.424666, 0.040673], [-0.526493, -5.493689, 1.122538], [-0.227766, -5.473683, -0.608616], [-4.526584, -2.841549, -0.486054], [-0.058584, -1.788343, -0.366895], [-0.090407, -2.320350, 1.196217]], "atomic_forces_ev_per_a": [[-0.37, 0.37, 0.29], [-0.14, -0.09, -0.02], [-0.09, 0.02, -0.13], [0.28, -0.10, -0.02], [-0.02, 0.31, 0.02], [-0.06, -0.06, 0.06], [0.01, 0.13, 0.05], [0.02, 0.01, -0.03], [-0.02, 0.00, 0.00], [0.00, 0.02, 0.01], [0.02, -0.02, 0.02], [0.00, 0.01, 0.02], [-0.02, -0.06, -0.03], [-0.07, 0.04, -0.03], [0.00, 0.00, 0.00], [-0.01, 0.01, 0.00], [-0.05, -0.08, -0.11], [-0.02, 0.01, 0.00], [-0.01, 0.03, -0.02], [0.11, 0.23, 0.04], [-0.29, -0.12, -0.07], [0.02, 0.03, 0.03], [0.57, -0.05, -0.22], [0.16, -0.06, 0.04], [-0.11, -0.07, -0.13], [0.01, 0.00, 0.00], [-0.02, 0.00, 0.00], [0.00, 0.00, 0.00], [0.01, -0.01, -0.02], [0.08, -0.55, 0.27], [0.01, 0.07, 0.00]], "nbo_charge": [-0.059, -0.248, -0.550, -0.080, -0.091, -0.536, -0.249, 0.172, 0.203, 0.172, 0.171, 0.189, 0.186, 0.173, 0.161, 0.198, 0.178, -0.655, 0.369, -0.270, -0.380, 0.220, -0.243, -0.233, -0.643, 0.243, 0.235, 0.243, 0.424, 0.343, 0.360]}



Entry 5:
{"formula": "C7H16N5O2", "method": "wB97M-V/def2-TZVPD", "homo_lumo_gap_ev": 9.44, "e_above_lowest_kcal_mol": 36.9, "charge": 1, "smiles": "CN/C(=[NH+]/N=C(\\NC)OC=O)N(C)C", "lumo_ev": -2.6, "spin_multiplicity": 1, "e_homo_ev": -12.1, "species": ["C", "N", "C", "N", "N", "C", "N", "C", "O", "C", "O", "N", "C", "C", "H", "H", "H", "H", "H", "H", "H", "H", "H", "H", "H", "H", "H", "H", "H", "H"], "coordinates": [[3.003525, 0.641189, -1.383371], [2.585833, -0.365899, -0.430078], [1.353581, -0.540953, 0.195380], [0.331356, 0.163125, -0.331204], [-0.934075, 0.206367, 0.143482], [-1.788829, 1.028733, -0.303865], [-2.033944, 2.007069, -1.194623], [-3.222550, 2.804748, -1.508322], [-3.031143, 0.718126, 0.353333], [-3.323809, -0.465714, 0.779767], [-2.739524, -1.490221, 0.631273], [1.344346, -1.480192, 1.029044], [0.160984, -2.129462, 1.482006], [2.605708, -1.841184, 1.747543], [3.237272, 0.524162, -2.469753], [2.388730, 1.569728, -1.233961], [3.958605, 1.009924, -0.873526], [3.248166, -1.057011, -0.452792], [0.653763, 0.575952, -1.221667], [-1.235688, 2.444418, -1.650930], [-3.173062, 3.102810, -2.544287], [-4.231579, 2.307780, -1.303097], [-3.090026, 3.648568, -0.969046], [-4.325994, -0.465930, 1.252515], [-0.759450, -1.509343, 1.414882], [-0.074528, -3.001185, 0.680612], [0.293446, -2.586871, 2.555990], [3.438095, -1.096054, 1.736172], [2.444070, -2.076860, 2.776636], [2.916722, -2.645820, 1.091886]], "atomic_forces_ev_per_a": [[1.33, 3.53, 1.79], [-2.42, 1.96, -1.14], [1.57, 1.84, -4.34], [2.22, 0.48, -1.36], [1.14, 0.92, -0.28], [-3.43, -1.25, 1.30], [2.09, -0.34, -0.96], [-1.70, -2.84, -0.58], [0.92, 3.48, -1.25], [-1.97, -2.44, 0.74], [0.37, -0.74, -0.06], [0.48, -0.61, 4.65], [-2.35, -3.24, 0.02], [0.70, 0.20, -1.85], [-0.76, -0.94, 0.93], [0.27, -0.85, -0.46], [-0.78, -0.27, -1.29], [1.16, -2.42, 0.72], [-0.95, -0.10, 0.57], [-0.01, -0.55, 0.39], [-0.01, -0.31, -0.41], [1.75, 0.56, -0.17], [-0.37, 2.88, 1.89], [0.31, 0.41, 0.05], [1.02, -0.35, 0.31], [0.52, 1.57, 2.11], [-0.22, 0.95, -2.30], [-1.18, -0.12, -0.25], [-0.50, -0.55, 0.34], [0.79, -0.86, 0.90]], "nbo_charge": [-0.467, -0.595, 0.675, -0.407, -0.362, 0.698, -0.604, -0.392, -0.502, 0.661, -0.567, -0.361, -0.465, -0.418, 0.241, 0.208, 0.230, 0.404, 0.392, 0.402, 0.219, 0.241, 0.203, 0.133, 0.289, 0.222, 0.235, 0.234, 0.239, 0.214]}